(1)
C33H66BrCrN3O5PSi4 as an isolated structure in a non-equilibrium geometry, computed with ωB97M-V with the def2-TZVPD basis set.

Each line ends with the Mulliken spin population.
Atoms and positions in Å:
Cr: 1.664 -3.425 22.233  3.175
C: 2.890 -2.450 25.012  0.007
O: 3.159 -3.097 23.787  -0.003
Si: 4.328 -2.461 22.721  -0.054
C: 4.243 -0.599 22.834  0.017
C: 5.974 -2.975 23.362  0.001
C: 3.610 -3.151 21.180  0.025
Si: 4.011 -5.019 21.065  -0.009
C: 2.682 -5.932 20.092  0.006
C: 5.617 -5.398 20.172  -0.004
C: 4.073 -6.039 22.687  0.012
Si: 3.906 -2.163 19.609  0.055
C: 2.879 -0.680 19.097  0.000
C: 5.615 -1.482 19.641  -0.001
C: 3.911 -3.342 18.131  0.001
H: 3.782 -2.606 25.633  -0.001
H: 1.983 -2.807 25.483  0.000
H: 2.730 -1.371 24.814  0.001
H: 4.092 -0.232 23.833  0.003
H: 3.438 -0.191 22.256  -0.003
H: 5.179 -0.102 22.567  -0.001
H: 6.675 -2.267 22.890  -0.001
H: 6.265 -4.016 23.216  -0.001
H: 6.059 -2.813 24.479  0.000
H: 2.875 -5.982 19.047  -0.001
H: 1.649 -5.518 20.168  0.001
H: 2.543 -6.979 20.443  0.003
H: 6.143 -4.547 19.711  0.000
H: 5.452 -6.174 19.449  0.000
H: 6.310 -5.829 20.860  0.000
H: 3.200 -5.997 23.387  -0.006
H: 5.019 -6.019 23.223  0.001
H: 3.991 -7.039 22.299  0.002
H: 2.944 0.137 19.835  0.001
H: 1.847 -0.969 18.952  -0.002
H: 3.265 -0.308 18.162  -0.001
H: 5.755 -0.745 20.446  0.000
H: 5.869 -0.983 18.715  0.000
H: 6.436 -2.143 19.878  0.000
H: 3.109 -4.036 18.232  0.001
H: 4.863 -3.927 18.066  0.000
H: 3.734 -2.871 17.178  0.000
C: 0.948 0.018 21.578  0.021
C: 0.118 -0.720 22.587  0.019
C: -1.043 -0.248 23.110  -0.005
C: -1.759 -0.972 24.003  0.007
C: -1.387 -2.255 24.392  -0.009
C: -0.227 -2.745 23.710  0.093
N: 0.492 -1.945 22.889  -0.175
N: 0.310 -3.999 23.692  -0.060
Si: 0.175 -5.360 24.713  0.022
C: 1.651 -5.522 25.935  0.002
C: -1.366 -5.254 25.805  -0.002
C: 0.171 -6.871 23.630  0.012
H: 1.477 -0.703 21.009  0.020
H: 1.578 0.782 22.010  0.005
H: 0.263 0.587 20.977  -0.002
H: -1.292 0.807 22.946  0.000
H: -2.683 -0.512 24.312  0.000
H: -1.960 -2.986 24.987  0.000
H: 2.025 -6.543 25.971  0.000
H: 1.390 -5.170 26.925  0.000
H: 2.485 -4.913 25.583  -0.001
H: -1.298 -4.415 26.483  0.000
H: -1.478 -6.216 26.264  0.000
H: -2.293 -5.037 25.212  0.000
H: 0.511 -6.615 22.615  -0.005
H: -0.846 -7.337 23.652  0.000
H: 0.875 -7.555 24.171  0.002
C: -4.094 -1.049 16.896  0.000
C: -3.112 -0.088 17.521  0.000
C: -2.005 0.324 16.818  0.000
C: -1.150 1.294 17.296  0.000
C: -1.454 1.787 18.567  0.000
Br: -0.535 3.270 19.133  0.000
N: -2.471 1.405 19.346  0.000
C: -3.280 0.478 18.792  0.000
H: -4.328 -0.705 15.878  0.000
H: -5.069 -0.998 17.415  0.000
H: -3.703 -2.060 16.805  0.000
H: -1.871 -0.085 15.799  0.000
H: -0.324 1.616 16.743  0.000
H: -4.079 0.220 19.499  0.000
C: -1.783 -3.668 17.032  0.000
C: -0.279 -4.016 17.177  0.002
C: 0.022 -5.460 16.722  0.000
C: 0.566 -2.958 16.435  0.000
O: 0.047 -4.013 18.560  -0.011
P: -0.424 -3.221 19.809  0.052
O: -0.301 -1.773 19.726  0.063
O: 0.481 -3.814 20.873  -0.261
O: -1.947 -3.647 20.176  -0.002
C: -2.627 -4.857 20.692  -0.007
C: -3.311 -5.538 19.565  0.000
C: -3.699 -4.296 21.641  -0.001
C: -1.612 -5.841 21.257  -0.002
H: -2.103 -3.866 15.934  0.000
H: -1.818 -2.657 17.405  0.000
H: -2.362 -4.227 17.742  -0.001
H: -0.388 -5.721 15.740  0.000
H: -0.341 -6.235 17.399  0.000
H: 1.069 -5.611 16.802  0.000
H: 0.269 -2.995 15.381  0.000
H: 1.615 -3.264 16.571  0.000
H: 0.466 -1.981 16.953  0.000
H: -3.919 -4.912 18.953  0.000
H: -4.001 -6.302 19.964  0.000
H: -2.574 -6.059 18.900  0.000
H: -4.336 -3.714 21.052  0.000
H: -3.214 -3.622 22.373  0.000
H: -4.335 -5.048 22.127  0.000
H: -1.010 -6.251 20.366  0.000
H: -2.001 -6.640 21.836  0.000
H: -0.941 -5.357 21.959  0.002

As for the multiplicity: 4. The calculation puts the total energy at -189272.1274 eV. The value obtained for the molar mass is 860.1 g/mol. The frontier orbital gap (alpha / beta) is 7.5 / 8.5 eV. The highest occupied orbital energy (alpha / beta) comes out at -7.87 / -7.97 eV. The largest force on an atom comes out at 0.04950 hartree/bohr.

(2)
A 2-piece molecular cluster, C5H15NO2 overall in a non-equilibrium geometry, computed with ωB97M-V with the def2-TZVPD basis set.

Each line ends with the Mulliken spin population.
Atoms and positions in Å:
C: -0.783 0.971 -0.881  0.001
C: -1.733 -0.176 -1.192  -0.002
O: -2.258 -0.674 0.052  0.004
C: 0.327 0.499 0.043  0.047
N: 1.528 1.313 0.106  0.737
C: 2.313 0.927 1.299  0.007
C: 1.416 2.737 -0.039  0.016
H: -1.333 1.770 -0.385  0.003
H: -0.378 1.342 -1.833  -0.001
H: -1.194 -1.027 -1.601  0.000
H: -2.564 0.152 -1.821  0.000
H: -3.025 -0.142 0.287  0.000
H: -0.105 0.186 1.002  0.043
H: 0.717 -0.437 -0.388  0.028
H: 3.275 1.427 1.247  0.007
H: 1.744 1.279 2.163  0.030
H: 2.389 -0.156 1.331  0.005
H: 0.381 3.000 -0.212  0.010
H: 1.756 3.288 0.832  0.024
H: 1.951 3.083 -0.922  0.039
H: 0.157 -5.047 0.628  0.000
H: -0.676 -4.092 -0.252  0.000
O: -0.742 -4.746 0.451  0.000

As for the multiplicity: 2. The calculation puts the total energy at -11004.3127 eV. As for the total charge: +1. The value obtained for the molar mass is 121.2 g/mol. The frontier orbital gap (alpha / beta) is 10.8 / 6.2 eV. The highest occupied orbital energy (alpha / beta) comes out at -13.72 / -13.72 eV. The value obtained for the energy relative to the best compared isomer or geometry (same formula, charge and spin) is 36.35 kcal per mole. The largest force on an atom comes out at 0.07649 hartree/bohr.

(3)
C26H34AsO2SbSe2Zr as an isolated structure in a non-equilibrium geometry, computed with ωB97M-V with the def2-TZVPD basis set.

Each line ends with the Mulliken charge.
Atoms and positions in Å:
Zr: 0.956 0.042 -0.154  -0.546
O: 5.073 -1.590 3.292  -0.519
C: 4.999 -0.268 2.812  -1.220
C: 3.852 -0.218 1.779  2.455
C: 3.713 1.247 1.375  -1.847
O: 2.957 1.409 0.149  -0.158
C: 4.297 -1.068 0.582  -1.713
Se: 2.968 -1.382 -0.875  -0.109
C: 2.590 -0.815 2.446  -0.955
Se: 0.903 0.251 2.367  -0.104
H: 5.810 -1.677 3.904  0.360
H: 5.935 0.035 2.330  0.483
H: 4.777 0.443 3.618  0.464
H: 4.702 1.685 1.231  0.623
H: 3.192 1.814 2.143  0.278
H: 3.585 1.349 -0.578  0.182
H: 4.559 -2.064 0.929  0.614
H: 5.178 -0.638 0.104  0.547
H: 2.764 -0.956 3.509  0.553
H: 2.355 -1.793 2.036  0.259
C: 1.894 3.962 -1.079  -1.212
As: 0.456 2.797 -0.431  0.827
C: -0.998 3.621 -1.457  -1.206
C: 0.100 3.578 1.314  -1.114
H: 1.510 4.974 -1.190  0.466
H: 2.251 3.616 -2.048  0.406
H: 2.722 3.975 -0.375  0.341
H: -0.979 4.689 -1.247  0.507
H: -1.975 3.233 -1.175  0.408
H: -0.853 3.475 -2.527  0.392
H: -0.120 4.636 1.187  0.492
H: 0.963 3.461 1.966  0.318
H: -0.750 3.082 1.780  0.274
C: -6.864 -0.206 -0.773  -0.522
C: -6.050 -0.127 -1.895  -0.725
C: -4.676 0.006 -1.755  -0.261
C: -4.130 0.042 -0.479  0.761
C: -4.940 -0.007 0.651  -0.665
C: -6.310 -0.147 0.499  -0.709
Sb: -2.045 0.405 -0.175  1.460
C: -1.409 -1.492 0.680  1.202
C: -0.279 -2.152 0.174  0.626
C: 0.256 -3.264 0.825  -1.032
C: -0.352 -3.744 1.970  -0.694
C: -1.490 -3.112 2.462  -0.691
C: -1.997 -1.979 1.840  -1.037
C: -1.220 -0.357 -2.059  0.264
C: -0.044 0.108 -2.672  -0.011
C: 0.575 -0.642 -3.677  -1.061
C: 0.020 -1.838 -4.095  -0.639
C: -1.171 -2.282 -3.528  -0.843
C: -1.768 -1.563 -2.504  -0.433
H: -7.934 -0.303 -0.890  0.413
H: -6.485 -0.164 -2.885  0.415
H: -4.044 0.071 -2.633  0.419
H: -4.513 0.067 1.645  0.291
H: -6.948 -0.199 1.371  0.422
H: 0.109 -1.952 -0.834  0.145
H: 1.127 -3.757 0.411  0.533
H: 0.044 -4.621 2.463  0.478
H: -1.987 -3.506 3.339  0.457
H: -2.864 -1.487 2.263  0.232
H: 0.324 1.121 -2.517  0.739
H: 1.475 -0.268 -4.148  0.529
H: 0.499 -2.412 -4.877  0.478
H: -1.626 -3.200 -3.875  0.455
H: -2.670 -1.944 -2.040  0.459

As for the multiplicity: 1. The calculation puts the total energy at -230943.0093 eV. As for the total charge: +2. The value obtained for the molar mass is 824.4 g/mol. The frontier orbital gap is 7.2 eV. The highest occupied orbital energy comes out at -14.08 eV. The largest force on an atom comes out at 0.02847 hartree/bohr.

(4)
A 2-piece molecular cluster, C6H12O overall in a non-equilibrium geometry, computed with ωB97M-V with the def2-TZVPD basis set.

Each line ends with the Mulliken charge.
Atoms and positions in Å:
C: 0.629 0.144 2.856  -0.836
C: 1.017 -0.666 1.879  -0.382
C: 0.317 -0.882 0.589  0.900
C: 0.460 -2.315 0.123  -1.301
C: -0.821 -0.201 0.347  -0.336
C: -1.851 -0.717 -0.612  -1.190
H: -0.277 0.728 2.740  0.255
H: 1.278 0.435 3.670  0.266
H: 1.877 -1.293 2.110  0.252
H: 0.352 -2.361 -0.966  0.358
H: -0.139 -3.092 0.597  0.300
H: 1.511 -2.606 0.212  0.424
H: -0.797 0.859 0.568  0.369
H: -1.327 -1.101 -1.496  0.321
H: -2.393 0.095 -1.109  0.346
H: -2.497 -1.482 -0.194  0.254
O: 1.106 4.950 -4.072  -0.640
H: 0.162 5.086 -3.921  0.320
H: 1.396 4.419 -3.323  0.320

As for the multiplicity: 1. The calculation puts the total energy at -8462.0284 eV. Its SMILES is C=C/C(C)=C/C.O. The value obtained for the molar mass is 100.2 g/mol. The frontier orbital gap is 9.3 eV. The highest occupied orbital energy comes out at -8.55 eV. The value obtained for the energy relative to the best compared isomer or geometry (same formula, charge and spin) is 53.63 kcal per mole. The largest force on an atom comes out at 0.07099 hartree/bohr.